Run 1
Below is a single CH2O2S2 molecule, with properties calculated with wB97M-V/def2-TZVPD.

```
! wB97M-V def2-TZVPD RIJCOSX def2/J DEFGRID3
* xyz 0 1
O -2.08045 -2.02261 0.53634
S -1.81155 -1.03156 -0.52325
S -1.70779 1.10690 0.50479
O -1.94222 2.06754 -0.53439
C -0.35233 0.04669 0.02541
H 0.33566 -0.43318 0.82636
H 0.22508 0.52398 -0.85086
*
```

Structure (SMILES): O=S1#S(=O)C1
Gap between HOMO and LUMO (spin up / spin down): 0.29219 / 0.29215 Ha
LUMO (spin up / spin down): -0.967 / -0.967 eV

Löwdin analysis output, partial charges in e:
1 O -0.61
2 S 0.81
3 S 0.79
4 O -0.57
5 C -0.59
6 H 0.10
7 H 0.08

Run 2
Below is 2 unconnected molecules or ions with the total composition CH2O2S2, with properties calculated with wB97M-V/def2-TZVPD.

```
! wB97M-V def2-TZVPD RIJCOSX def2/J DEFGRID3
* xyz 0 1
C 0.49685 0.59423 0.14457
O -1.77363 -0.72698 0.09785
O -0.53797 -1.42002 0.07170
S -0.68114 1.55518 -0.01791
S 1.95715 -0.09454 0.22569
H -2.20150 -1.07420 -0.72846
H 2.74023 1.16633 0.20655
*
```

Gap between HOMO and LUMO (spin up / spin down): 0.28894 / 0.28938 Ha
LUMO (spin up / spin down): -0.579 / -0.580 eV

Löwdin analysis output, partial charges in e:
1 C -1.19
2 O -0.30
3 O -0.32
4 S 0.90
5 S 0.83
6 H 0.10
7 H -0.02

Which structure is the least stable? The one labeled run 2.